1.
ORCA calculation (the ωB97M-V functional and the def2-TZVPD basis) on C13H14N2O6 as an isolated structure at a distorted geometry.

```
35
Properties=species:S:1:pos:R:3
C 2.145 2.487 -2.357
C 1.488 1.404 -2.336
C 1.968 0.205 -1.784
H 2.955 0.060 -1.777
H 1.460 -0.896 -2.505
C 1.282 -0.170 -0.247
C -0.250 -0.116 -0.021
N -0.828 -1.129 -0.305
C -2.173 -1.131 -0.198
C -2.825 -0.028 -0.038
C -2.261 1.442 -0.028
C -0.929 1.335 -0.231
H -0.248 1.981 -0.262
H -2.751 2.246 0.041
N -4.312 -0.045 -0.067
O -4.897 -1.153 0.185
O -4.855 0.865 0.182
H -2.644 -2.176 -0.017
C 1.830 -1.369 0.182
O 1.807 -1.663 1.535
O 1.869 -2.364 -0.810
C 2.098 -3.590 -0.140
H 1.385 -3.969 0.353
H 2.291 -4.218 -1.029
H 3.121 -3.522 0.068
C 2.151 0.923 0.615
O 3.179 1.141 0.404
O 1.393 1.329 1.679
C 1.915 1.920 2.821
H 2.809 1.333 3.271
H 1.232 2.340 3.371
H 2.412 2.820 2.134
H 0.336 1.472 -2.648
H 1.702 3.280 -2.883
H 3.085 2.419 -2.105
```

Properties
multiplicity	1
ΔE to the lowest compared entry with this formula, charge and spin	12.316	eV
HOMO energy	-9.790	eV
total charge	0
strongest force on any atom	16.91	eV Å⁻¹

Results of the Mulliken charge analysis, in e, for atoms 1 through 2: -0.9962 -0.0671


2.
ORCA calculation (the ωB97M-V functional and the def2-TZVPD basis) on C42H35Cl2IrNO2P2 as an isolated structure at a distorted geometry.

```
85
Properties=species:S:1:pos:R:3
Ir -0.062 0.043 0.993
Cl -0.638 -2.395 -0.319
C -0.210 -2.196 -2.050
Cl 1.287 -1.315 -2.321
H -1.013 -1.632 -2.507
H -0.111 -3.189 -2.469
N 2.064 -0.566 2.763
P 2.077 -0.871 1.126
C 2.465 -2.621 0.951
C 3.254 -3.099 -0.093
C 3.429 -4.466 -0.260
C 2.802 -5.359 0.598
C 2.010 -4.889 1.639
C 1.839 -3.525 1.812
C 3.501 -0.031 0.397
C 4.790 -0.381 0.811
C 5.884 0.317 0.331
C 5.701 1.375 -0.553
C 4.425 1.720 -0.974
C 3.325 1.020 -0.492
P 0.976 0.757 3.107
C 0.984 0.466 4.888
C 1.097 1.542 5.769
C 0.979 1.328 7.131
C 0.733 0.049 7.621
C 0.633 -1.024 6.749
C 0.756 -0.816 5.382
C 2.038 2.179 2.702
C 1.621 3.134 1.781
C 2.472 4.162 1.405
C 3.750 4.237 1.945
C 4.174 3.281 2.857
C 3.320 2.253 3.234
H 2.747 -0.951 3.405
H 3.739 -2.406 -0.768
H 4.053 -4.833 -1.065
H 2.927 -6.425 0.455
H 1.518 -5.585 2.306
H 1.218 -3.157 2.621
H 4.935 -1.206 1.500
H 6.883 0.035 0.640
H 6.557 1.931 -0.914
H 4.285 2.531 -1.678
H 2.327 1.275 -0.805
H 1.271 2.540 5.386
H 1.065 2.162 7.816
H 0.613 -0.106 8.686
H 0.452 -2.020 7.132
H 0.649 -1.650 4.699
H 0.627 3.080 1.353
H 2.138 4.905 0.690
H 4.412 5.045 1.662
H 5.175 3.329 3.267
H 3.658 1.509 3.948
C -4.771 0.294 -1.897
C -4.270 -0.428 -0.786
C -3.020 -0.187 -0.307
C -2.175 0.795 -0.904
C -0.837 1.093 -0.479
C -0.140 2.118 -1.042
C -0.698 2.892 -2.085
C -1.947 2.614 -2.544
C -2.708 1.558 -1.980
C -4.012 1.268 -2.466
H -5.760 0.081 -2.281
H -4.895 -1.170 -0.305
H -2.684 -0.724 0.567
H 0.853 2.364 -0.697
H -0.121 3.704 -2.510
H -2.392 3.216 -3.327
H -4.389 1.844 -3.302
O -0.464 1.973 3.481
C -1.439 1.984 2.666
O -1.701 1.002 1.925
C -2.253 3.215 2.573
C -2.749 3.591 1.329
C -3.455 4.778 1.206
C -3.687 5.566 2.326
C -3.203 5.179 3.572
C -2.466 4.012 3.694
H -2.571 2.958 0.468
H -3.823 5.089 0.238
H -4.255 6.482 2.233
H -3.393 5.791 4.443
H -2.064 3.707 4.652
```

Properties
multiplicity	1
ΔE to the lowest compared entry with this formula, charge and spin	1.392	eV
HOMO energy	-10.410	eV
total charge	+1
strongest force on any atom	4.05	eV Å⁻¹

Results of the Mulliken charge analysis, in e, for atoms 1 through 2: 0.0869 0.0723


3.
ORCA calculation (the ωB97M-V functional and the def2-TZVPD basis) on C17H29BiClSi2 as an isolated structure at a distorted geometry.

```
50
Properties=species:S:1:pos:R:3
C -3.061 0.143 -2.439
C -2.472 1.405 -2.790
C -2.208 2.138 -1.572
H -2.227 1.730 -3.794
C -2.654 1.320 -0.470
C -3.178 0.093 -1.014
H -3.609 -0.728 -0.444
H -3.382 -0.643 -3.117
H -1.718 3.107 -1.486
H -2.574 1.563 0.589
Bi -0.258 0.160 -1.349
Cl -0.557 -2.340 -1.956
C 3.926 2.839 -2.286
C 3.535 3.691 -1.222
C 2.756 4.743 -1.766
H 3.816 3.571 -0.156
C 2.665 4.541 -3.167
C 3.388 3.365 -3.488
H 3.528 2.944 -4.505
H 4.564 1.937 -2.195
H 2.315 5.588 -1.200
H 2.138 5.200 -3.887
C 1.723 -2.852 0.457
Si 1.294 -1.133 1.056
C 1.776 -1.047 2.865
C 2.421 0.100 0.189
C -0.500 -0.592 0.821
Si -1.792 -1.760 1.581
C -1.175 -2.662 3.120
C -3.272 -0.846 2.298
C -2.369 -3.192 0.514
H 2.762 -3.081 0.744
H 1.642 -2.957 -0.633
H 1.077 -3.616 0.909
H 2.859 -1.214 2.952
H 1.560 -0.050 3.271
H 1.261 -1.788 3.487
H 2.288 0.103 -0.911
H 2.256 1.120 0.562
H 3.470 -0.168 0.385
H -0.583 0.374 1.355
H -0.898 -1.958 3.915
H -1.992 -3.292 3.511
H -0.318 -3.317 2.922
H -3.874 -0.288 1.575
H -3.934 -1.578 2.788
H -2.930 -0.148 3.075
H -2.871 -2.874 -0.406
H -1.532 -3.840 0.224
H -3.078 -3.811 1.088
```

Properties
multiplicity	1
HOMO energy	-2.930	eV
total charge	-1
strongest force on any atom	2.52	eV Å⁻¹

Results of the Mulliken charge analysis, in e, for atoms 1 through 2: -0.9472 -0.4102


4.
ORCA calculation (the ωB97M-V functional and the def2-TZVPD basis) on C43H35N3O6PdS2Sb as an isolated structure.

```
91
Properties=species:S:1:pos:R:3
Pd 1.575 -0.285 0.926
O 1.665 -3.769 3.336
S 2.235 -2.508 2.914
O 3.207 -1.934 3.790
O 1.109 -1.569 2.494
C 2.915 -2.774 1.299
C 2.049 -3.693 0.514
C 2.579 -4.233 -0.813
C 3.408 -3.162 -1.559
C 4.094 -2.129 -0.716
C 3.797 -1.908 0.615
S 4.401 -0.289 1.275
O 4.613 0.477 0.064
O 5.570 -0.524 2.071
O 3.245 0.277 2.083
H 1.648 -4.469 1.155
H 2.950 -5.256 -0.832
H 4.100 -3.595 -2.281
H 4.750 -1.416 -1.203
N 3.465 -0.032 -9.062
C 3.199 -0.044 -7.942
C 2.862 -0.058 -6.532
C 1.635 0.436 -6.101
C 1.314 0.406 -4.753
C 2.203 -0.119 -3.816
C 3.440 -0.591 -4.258
C 3.769 -0.567 -5.604
C 1.832 -0.137 -2.369
C 1.840 1.089 -1.707
C 2.059 2.402 -2.224
C 2.165 3.248 -1.141
C 2.024 2.445 0.012
N 1.823 1.174 -0.338
C 1.570 -1.377 -1.734
C 2.053 -2.681 -2.303
C 1.281 -3.764 -1.540
C 0.838 -2.998 -0.274
N 0.946 -1.559 -0.580
H 0.936 0.837 -6.825
H 0.358 0.787 -4.407
H 4.155 -0.960 -3.531
H 4.732 -0.928 -5.943
H 2.127 2.662 -3.271
H 2.339 4.314 -1.152
H 2.112 2.724 1.050
H 2.080 -2.729 -3.385
H 0.582 -4.413 -2.058
H -0.127 -3.224 0.171
C -1.522 2.199 5.026
C -2.413 2.978 4.081
C -3.273 3.944 4.603
C -4.110 4.687 3.782
C -4.092 4.468 2.412
C -3.245 3.500 1.879
C -2.404 2.739 2.693
Sb -1.087 1.131 1.980
C -2.432 -0.389 2.753
C -1.827 -1.293 3.632
C -2.538 -2.345 4.198
C -3.880 -2.499 3.888
C -4.503 -1.580 3.052
C -3.808 -0.512 2.487
C -4.591 0.487 1.667
C -1.593 1.272 -0.128
C -1.287 2.516 -0.686
C -1.467 2.778 -2.036
C -1.950 1.773 -2.863
C -2.212 0.519 -2.333
C -2.026 0.238 -0.977
C -2.285 -1.178 -0.512
H -1.539 2.631 6.027
H -0.486 2.192 4.680
H -1.846 1.157 5.101
H -3.284 4.115 5.676
H -4.773 5.431 4.211
H -4.737 5.042 1.754
H -3.266 3.334 0.810
H -0.772 -1.201 3.857
H -2.032 -3.045 4.854
H -4.445 -3.330 4.295
H -5.562 -1.690 2.827
H -5.423 -0.001 1.155
H -3.974 0.991 0.928
H -5.008 1.262 2.317
H -0.895 3.307 -0.052
H -1.217 3.754 -2.439
H -2.101 1.960 -3.920
H -2.555 -0.279 -2.987
H -1.944 -1.889 -1.272
H -3.352 -1.350 -0.351
H -1.767 -1.406 0.417
```

Properties
<S²>	2.059
multiplicity	3
ΔE to the lowest compared entry with this formula, charge and spin	1.468	eV
HOMO energy (spin up / spin down)	-4.722 / -5.870	eV
total charge	-1
strongest force on any atom	0.85	eV Å⁻¹

Results of the Mulliken charge analysis, in e, for atoms 1 through 2: 0.5753 -0.8453